[1]
Below is a structure of composition C47H62N13O2P2SSiTa at a distorted geometry, with properties calculated with ωB97M-V with the def2-TZVPD basis set.

Cartesian coordinates (Å):
1 Ta 0.796 0.291 0.167
2 C -3.241 -4.119 -1.764
3 C -3.023 -2.756 -1.114
4 C -3.009 -1.688 -2.219
5 P -1.487 -2.475 -0.096
6 C -1.216 -3.833 1.175
7 C -2.069 -5.103 1.135
8 C -1.284 -3.245 2.591
9 C -0.190 -2.891 -1.295
10 C 0.323 -4.278 -1.418
11 C 1.541 -4.577 -1.847
12 C 2.496 -3.500 -2.222
13 C 1.857 -2.113 -2.370
14 C 0.457 -1.904 -1.909
15 N 0.206 -0.487 -1.796
16 C 0.144 0.100 -3.092
17 C 0.027 -0.714 -4.231
18 C 0.046 -0.185 -5.510
19 C 0.158 1.183 -5.700
20 C 0.163 2.000 -4.580
21 C 0.125 1.480 -3.290
22 P -0.211 2.456 -1.814
23 C -0.071 4.273 -2.307
24 C 1.271 4.705 -2.895
25 C -1.147 4.858 -3.231
26 C -2.060 2.174 -1.649
27 C -2.727 3.228 -0.733
28 C -2.838 1.966 -2.951
29 H -4.124 -4.060 -2.407
30 H -3.413 -4.919 -1.049
31 H -2.396 -4.394 -2.403
32 H -3.850 -2.530 -0.435
33 H -2.227 -1.912 -2.949
34 H -2.843 -0.689 -1.825
35 H -3.967 -1.692 -2.746
36 H -0.173 -4.109 1.000
37 H -3.128 -4.863 1.266
38 H -1.776 -5.748 1.970
39 H -1.962 -5.687 0.222
40 H -2.311 -3.251 2.960
41 H -0.927 -2.218 2.638
42 H -0.680 -3.844 3.280
43 H -0.335 -5.080 -1.110
44 H 1.879 -5.606 -1.901
45 H 3.124 -3.809 -3.051
46 H 2.119 -1.570 -3.271
47 H -0.084 -1.784 -4.108
48 H -0.036 -0.853 -6.359
49 H 0.199 1.610 -6.693
50 H 0.177 3.068 -4.724
51 H -0.182 4.758 -1.335
52 H 1.359 4.420 -3.945
53 H 2.109 4.291 -2.379
54 H 1.345 5.795 -2.844
55 H -1.156 4.401 -4.218
56 H -0.905 5.916 -3.367
57 H -2.147 4.805 -2.829
58 H -2.103 1.223 -1.128
59 H -3.295 3.952 -1.313
60 H -2.021 3.779 -0.104
61 H -3.434 2.746 -0.059
62 H -2.794 2.821 -3.624
63 H -3.888 1.801 -2.683
64 H -2.497 1.086 -3.498
65 C -4.445 -2.730 5.986
66 C -4.121 -1.885 4.779
67 C -3.060 -0.981 4.820
68 C -2.736 -0.203 3.724
69 C -3.472 -0.344 2.555
70 C -4.537 -1.234 2.485
71 C -4.858 -1.994 3.604
72 S -3.214 0.710 1.163
73 O -3.922 1.929 1.471
74 O -3.650 -0.003 -0.005
75 N -1.611 0.967 1.061
76 C -1.042 2.014 1.748
77 C -1.595 2.980 2.624
78 C -0.751 3.826 3.295
79 C 0.636 3.739 3.130
80 C 1.099 2.825 2.235
81 N 0.281 2.039 1.518
82 H -4.731 -2.105 6.836
83 H -3.576 -3.318 6.292
84 H -5.266 -3.417 5.780
85 H -2.472 -0.888 5.728
86 H -1.893 0.473 3.770
87 H -5.104 -1.320 1.565
88 H -5.686 -2.693 3.555
89 H -2.660 3.023 2.766
90 H -1.169 4.555 3.980
91 H 1.325 4.358 3.688
92 H 2.153 2.670 2.068
93 N 2.003 -2.637 2.043
94 C 1.406 -1.634 2.748
95 N 1.266 -1.687 4.044
96 N 0.591 -0.550 4.353
97 N 0.348 0.141 3.311
98 N 0.875 -0.526 2.214
99 C 2.389 -2.513 0.747
100 N 3.145 -3.378 0.185
101 N 3.390 -2.908 -1.124
102 N 2.696 -1.590 -1.234
103 N 1.971 -1.429 -0.004
104 H 2.438 -3.376 2.571
105 C 3.890 2.265 -2.263
106 Si 3.536 2.603 -0.465
107 C 5.205 2.833 0.335
108 C 2.704 4.233 -0.068
109 N 2.699 1.174 0.216
110 C 3.768 0.361 0.804
111 C 4.766 -0.228 0.024
112 C 5.756 -1.001 0.614
113 C 5.786 -1.183 1.993
114 C 4.830 -0.557 2.778
115 C 3.842 0.219 2.188
116 H 4.322 3.141 -2.759
117 H 3.019 1.934 -2.833
118 H 4.635 1.464 -2.302
119 H 5.539 3.863 0.159
120 H 5.954 2.151 -0.073
121 H 5.166 2.667 1.417
122 H 3.140 5.025 -0.685
123 H 2.930 4.486 0.972
124 H 1.620 4.251 -0.196
125 H 4.749 -0.092 -1.048
126 H 6.501 -1.475 -0.014
127 H 6.552 -1.799 2.448
128 H 4.848 -0.668 3.856
129 H 3.113 0.727 2.811

For the molar mass, the calculation gives 1144.15 g mol⁻¹. The LUMO energy is -0.8 eV. The value obtained for the HOMO-LUMO gap is 6.46 eV.

[2]
Below is a cluster of 2 separate species, C3H10NOS in total at a distorted geometry, with properties calculated with ωB97M-V with the def2-TZVPD basis set.

Cartesian coordinates (Å):
1 C -0.593 2.315 0.336
2 C 0.497 1.253 0.219
3 C 0.059 -0.024 0.972
4 S -1.237 -1.008 0.200
5 N 0.790 1.017 -1.196
6 H -0.608 2.756 1.331
7 H -1.574 1.852 0.167
8 H -0.500 3.155 -0.351
9 H 1.395 1.597 0.732
10 H 0.951 -0.617 1.197
11 H -0.293 0.336 1.959
12 H 1.640 0.437 -1.240
13 H 0.078 0.344 -1.489
14 H 1.742 -2.787 -1.550
15 H 0.673 -2.102 -0.647
16 O 1.628 -2.322 -0.708

For the molar mass, the calculation gives 108.19 g mol⁻¹. As for the total charge: -1. The LUMO energy is 3.9 eV. The value obtained for the HOMO-LUMO gap is 6.82 eV. The energy relative to the best compared isomer or geometry (same formula, charge and spin) comes out at 2.1 kJ/mol.

[3]
Below is a structure of composition C37H35BBrF2N6O3S2W, with properties calculated with ωB97M-V with the def2-TZVPD basis set.

Cartesian coordinates (Å):
1 W -0.464 -0.339 -0.035
2 O -1.885 0.180 -1.173
3 C -2.828 1.082 -1.394
4 C -3.850 0.819 -2.301
5 C -4.814 1.778 -2.518
6 C -4.774 3.007 -1.849
7 C -3.767 3.263 -0.951
8 C -2.779 2.294 -0.706
9 C -1.773 2.509 0.271
10 N -0.880 1.651 0.654
11 N -0.108 2.158 1.702
12 C 0.614 1.204 2.178
13 O 0.569 0.015 1.666
14 C 1.537 1.438 3.303
15 C 2.589 0.552 3.513
16 C 3.498 0.792 4.535
17 C 3.351 1.906 5.350
18 C 2.291 2.784 5.147
19 C 1.385 2.553 4.124
20 H -3.873 -0.138 -2.807
21 H -5.618 1.579 -3.215
22 H -5.541 3.746 -2.035
23 H -3.733 4.205 -0.416
24 H -1.761 3.458 0.797
25 H 2.694 -0.311 2.867
26 H 4.320 0.106 4.697
27 H 4.056 2.088 6.152
28 H 2.168 3.643 5.796
29 H 0.550 3.223 3.961
30 Br -7.455 -0.922 1.307
31 C -5.597 -1.260 1.237
32 C -5.134 -2.447 0.691
33 C -3.770 -2.680 0.611
34 C -2.864 -1.737 1.093
35 C -3.349 -0.560 1.664
36 C -4.712 -0.317 1.729
37 N -1.476 -1.922 0.937
38 C -0.884 -3.092 1.179
39 C 0.468 -3.178 0.844
40 C 1.262 -4.310 1.125
41 C 2.594 -4.294 0.827
42 C 3.134 -3.135 0.243
43 C 2.309 -2.070 -0.012
44 N 0.993 -2.050 0.258
45 H -5.836 -3.179 0.313
46 H -3.402 -3.585 0.142
47 H -2.657 0.160 2.079
48 H -5.085 0.598 2.172
49 H -1.418 -3.898 1.666
50 H 0.794 -5.167 1.593
51 H 3.221 -5.151 1.042
52 H 4.181 -3.063 -0.018
53 H 2.731 -1.193 -0.474
54 C -1.626 -2.952 -3.858
55 S -0.363 -1.937 -3.099
56 O -0.751 -1.993 -1.629
57 C 1.015 -3.048 -3.252
58 C 2.043 -2.694 -4.111
59 C 3.127 -3.552 -4.249
60 C 3.173 -4.731 -3.519
61 C 2.143 -5.062 -2.644
62 C 1.053 -4.219 -2.506
63 H -1.702 -3.892 -3.313
64 H -1.357 -3.129 -4.899
65 H -2.562 -2.397 -3.796
66 H 2.006 -1.753 -4.649
67 H 3.938 -3.291 -4.916
68 H 4.022 -5.395 -3.625
69 H 2.193 -5.977 -2.067
70 H 0.254 -4.447 -1.809
71 S 2.826 1.315 -0.362
72 C 2.447 2.976 -0.098
73 N 3.001 3.578 0.951
74 C 2.727 4.968 1.333
75 C 1.378 5.386 0.772
76 C 1.334 5.075 -0.713
77 N 1.693 3.672 -0.933
78 H 3.500 2.980 1.590
79 H 3.524 5.619 0.969
80 H 2.724 5.012 2.420
81 H 1.216 6.450 0.938
82 H 0.593 4.830 1.289
83 H 2.028 5.716 -1.261
84 H 0.337 5.234 -1.122
85 H 1.263 3.150 -1.683
86 F 1.831 -0.321 -2.316
87 B 1.218 0.487 -1.393
88 F 0.529 1.543 -2.005

Its expectation value of S² is 2.04. For the molar mass, the calculation gives 988.41 g mol⁻¹. As for the total charge: +1. The LUMO energy (alpha / beta) is -2.8 / -3.5 eV. The value obtained for the HOMO-LUMO gap (alpha / beta) is 5.40 / 7.01 eV. The multiplicity is 3. The energy relative to the best compared isomer or geometry (same formula, charge and spin) comes out at 77.2 kJ/mol.

[4]
Below is the molecule C2H6IN at a distorted geometry, with properties calculated with ωB97M-V with the def2-TZVPD basis set.

Cartesian coordinates (Å):
1 C 0.854 0.205 0.797
2 C 0.109 0.305 -0.628
3 N -1.082 -0.773 -0.882
4 I -2.858 -0.069 -0.213
5 H 1.011 -0.832 1.196
6 H 1.798 0.561 0.835
7 H 0.321 0.751 1.569
8 H -0.293 1.320 -0.743
9 H 0.834 0.182 -1.427
10 H -0.692 -1.650 -0.503

For the molar mass, the calculation gives 170.98 g mol⁻¹. As for the SMILES: CCNI. The LUMO energy is 0.1 eV. The value obtained for the HOMO-LUMO gap is 8.74 eV. The energy relative to the best compared isomer or geometry (same formula, charge and spin) comes out at 22.1 kJ/mol.